Record 1
200
Properties=species:S:1:pos:R:3:lowdin_charge:R:1 method="wB97M-V/def2-TZVPD" homo_lumo_gap_ev=2.158 total_charge=0
Rb -3.714 -4.440 -6.366 0.832
C -2.066 0.234 0.362 -0.052
C -1.222 1.082 -0.613 -0.490
C -0.074 1.798 0.083 -0.194
C 1.049 0.899 0.459 -0.200
C 1.641 0.169 -0.760 -0.142
C 0.549 -0.555 -1.601 -0.524
N -0.666 0.267 -1.747 -0.161
O -1.706 -0.340 -2.640 -0.344
C 0.235 -1.896 -0.885 -0.049
C 1.171 -0.793 -3.004 -0.062
C -2.130 2.257 -1.180 -0.052
H -2.449 0.920 1.118 0.067
H -1.611 -0.581 0.924 0.054
H -2.915 -0.233 -0.136 0.071
H -0.453 2.277 0.986 0.110
H 0.269 2.659 -0.491 0.115
H 0.698 0.164 1.184 0.102
H 1.804 1.542 0.911 0.103
H 2.328 -0.557 -0.325 0.103
H 2.272 0.832 -1.354 0.106
H -0.530 -2.455 -1.424 0.064
H -0.057 -1.664 0.139 0.053
H 1.132 -2.513 -0.940 0.065
H 0.438 -1.392 -3.545 0.057
H 2.164 -1.241 -2.952 0.066
H 1.324 0.145 -3.538 0.073
H -1.600 2.781 -1.975 0.070
H -2.388 3.013 -0.439 0.065
H -3.028 1.916 -1.695 0.063
C 2.811 6.576 5.176 -0.025
C 1.996 5.981 6.315 -0.448
O 1.411 6.688 7.158 0.023
C 1.918 4.463 6.488 -0.030
H 2.891 5.850 4.367 0.075
H 3.806 6.767 5.578 0.087
H 2.456 7.512 4.745 0.078
H 1.274 4.190 7.324 0.075
H 2.909 4.027 6.616 0.084
H 1.313 4.024 5.695 0.081
C -2.948 1.161 7.571 -0.029
C -3.465 0.297 8.686 -0.476
O -4.658 -0.075 8.703 0.033
C -2.514 -0.038 9.789 -0.035
H -2.120 0.686 7.043 0.085
H -2.680 2.118 8.018 0.088
H -3.755 1.266 6.846 0.082
H -1.522 -0.310 9.428 0.082
H -2.897 -0.875 10.373 0.082
H -2.405 0.743 10.542 0.088
C 0.246 10.397 -3.505 -0.022
C 0.846 9.158 -2.855 -0.503
O 0.743 8.094 -3.450 0.052
C 1.528 9.229 -1.548 -0.027
H 0.970 10.755 -4.237 0.087
H 0.192 11.207 -2.778 0.066
H -0.757 10.218 -3.891 0.087
H 2.522 9.674 -1.597 0.092
H 1.547 8.253 -1.062 0.092
H 0.915 9.943 -0.999 0.078
C -11.135 5.496 3.230 -0.029
C -10.658 4.347 2.358 -0.477
O -11.125 4.012 1.257 0.036
C -9.476 3.604 2.924 -0.035
H -11.469 5.112 4.193 0.084
H -11.956 5.963 2.684 0.080
H -10.357 6.237 3.415 0.085
H -9.383 2.636 2.433 0.085
H -9.510 3.565 4.012 0.081
H -8.609 4.186 2.612 0.090
C -6.166 8.193 -5.806 -0.029
C -6.624 6.759 -5.506 -0.471
O -6.230 5.775 -6.132 0.042
C -7.532 6.586 -4.280 -0.022
H -5.597 8.465 -4.917 0.083
H -6.989 8.871 -6.033 0.079
H -5.449 8.225 -6.626 0.076
H -6.923 6.538 -3.377 0.089
H -8.134 5.713 -4.533 0.083
H -8.112 7.509 -4.290 0.070
C 6.777 -1.817 -9.334 -0.018
C 7.664 -3.014 -9.690 -0.473
O 7.376 -4.106 -9.203 0.031
C 8.912 -2.901 -10.533 -0.027
H 6.713 -1.079 -10.133 0.077
H 7.289 -1.335 -8.501 0.087
H 5.819 -2.251 -9.046 0.080
H 9.444 -1.994 -10.246 0.079
H 8.803 -2.832 -11.615 0.083
H 9.549 -3.757 -10.309 0.082
C 2.454 -6.794 -8.629 -0.024
C 2.046 -7.060 -7.201 -0.489
O 0.896 -7.348 -6.927 0.046
C 3.106 -7.084 -6.133 -0.024
H 2.866 -5.804 -8.823 0.083
H 1.583 -6.879 -9.279 0.078
H 3.209 -7.502 -8.971 0.088
H 3.840 -6.299 -6.313 0.082
H 3.649 -8.023 -6.026 0.089
H 2.673 -6.939 -5.143 0.083
C 8.816 4.463 2.791 -0.033
C 8.729 2.949 3.018 -0.445
O 7.804 2.514 3.728 0.026
C 9.738 2.043 2.313 -0.025
H 7.872 5.005 2.741 0.077
H 9.208 4.610 1.785 0.070
H 9.434 4.970 3.533 0.083
H 9.682 1.045 2.747 0.082
H 10.765 2.406 2.276 0.080
H 9.469 2.044 1.257 0.086
C -3.436 -6.771 0.351 -0.027
C -3.689 -7.703 -0.777 -0.509
O -4.568 -7.508 -1.588 0.052
C -2.747 -8.918 -0.897 -0.017
H -3.948 -7.218 1.203 0.094
H -3.852 -5.797 0.094 0.091
H -2.395 -6.660 0.656 0.087
H -2.646 -9.266 0.130 0.076
H -1.810 -8.549 -1.314 0.085
H -3.183 -9.687 -1.535 0.079
C -11.138 -0.885 -6.390 -0.019
C -9.708 -1.058 -5.927 -0.526
O -9.165 -2.121 -6.039 0.063
C -9.130 0.045 -5.117 -0.022
H -11.188 -0.406 -7.368 0.086
H -11.675 -0.257 -5.678 0.077
H -11.563 -1.887 -6.449 0.084
H -9.816 0.797 -4.727 0.082
H -8.493 0.595 -5.809 0.093
H -8.496 -0.360 -4.329 0.092
C 5.393 5.108 -3.869 -0.019
C 5.716 4.314 -5.148 -0.458
O 6.690 3.551 -5.225 0.030
C 4.823 4.534 -6.346 -0.035
H 4.308 5.209 -3.849 0.073
H 5.790 6.122 -3.907 0.081
H 5.779 4.566 -3.005 0.080
H 4.983 3.743 -7.078 0.078
H 5.086 5.465 -6.849 0.087
H 3.762 4.470 -6.106 0.081
C 4.626 -1.658 6.967 -0.019
C 5.316 -2.881 6.356 -0.510
O 5.362 -3.964 6.905 0.058
C 5.929 -2.656 5.017 -0.035
H 5.238 -0.756 6.969 0.083
H 4.136 -1.992 7.881 0.082
H 3.851 -1.435 6.234 0.080
H 5.339 -2.123 4.272 0.085
H 6.235 -3.585 4.536 0.083
H 6.830 -2.105 5.285 0.092
C -2.963 8.599 4.277 -0.026
C -2.627 9.931 4.783 -0.522
O -3.386 10.398 5.613 0.049
C -1.438 10.736 4.286 -0.015
H -2.858 8.664 3.194 0.086
H -3.981 8.371 4.593 0.091
H -2.232 7.992 4.811 0.098
H -1.597 11.759 4.628 0.083
H -1.334 10.628 3.206 0.075
H -0.485 10.429 4.717 0.081
C -0.236 -7.032 8.084 -0.027
C 0.129 -6.198 6.818 -0.468
O -0.053 -4.986 6.809 0.053
C 0.645 -6.980 5.644 -0.032
H -1.294 -7.294 8.102 0.082
H 0.185 -6.512 8.945 0.077
H 0.307 -7.971 8.188 0.064
H 0.225 -7.980 5.529 0.078
H 1.728 -7.036 5.749 0.093
H 0.398 -6.405 4.752 0.081
C 3.784 -9.271 1.237 -0.030
C 4.741 -9.978 2.216 -0.439
O 5.711 -9.377 2.701 0.037
C 4.493 -11.464 2.553 -0.028
H 2.761 -9.628 1.354 0.070
H 4.121 -9.342 0.203 0.082
H 3.706 -8.207 1.459 0.076
H 5.354 -11.847 3.103 0.076
H 4.364 -12.071 1.657 0.077
H 3.640 -11.556 3.226 0.079
C -9.493 -3.725 1.793 -0.018
C -10.321 -4.892 2.312 -0.499
O -11.082 -4.706 3.218 0.070
C -10.270 -6.281 1.697 -0.027
H -9.632 -3.580 0.722 0.080
H -8.445 -3.759 2.089 0.083
H -9.900 -2.869 2.332 0.078
H -10.252 -6.352 0.610 0.076
H -11.109 -6.892 2.030 0.077
H -9.416 -6.799 2.135 0.081
C 8.429 -4.303 -1.164 -0.029
C 9.348 -3.286 -1.762 -0.541
O 10.386 -2.998 -1.227 0.075
C 8.827 -2.609 -2.968 -0.029
H 9.012 -4.924 -0.483 0.085
H 7.810 -4.877 -1.853 0.081
H 7.790 -3.769 -0.461 0.091
H 8.049 -1.909 -2.664 0.098
H 8.517 -3.386 -3.666 0.084
H 9.612 -2.069 -3.497 0.085

Record 2
81
Properties=species:S:1:pos:R:3:lowdin_spin:R:1 method="wB97M-V/def2-TZVPD" homo_lumo_gap_ev="7.006 / 5.852" multiplicity=3 e_above_lowest_ev=0.470 total_charge=-1
Cr -0.363 0.567 0.939 1.912
C -3.410 5.088 2.173 0.000
C -2.774 4.519 0.926 0.000
O -1.359 4.764 0.922 -0.001
P -0.315 3.573 1.266 -0.001
S 1.436 4.399 1.365 0.000
S -1.057 2.329 2.649 -0.005
O -0.503 2.584 -0.056 0.001
C 0.230 2.820 -1.280 0.001
C -0.438 3.897 -2.107 0.000
H -4.495 4.999 2.106 0.000
H -3.153 6.142 2.284 0.000
H -3.069 4.548 3.055 0.000
H -3.162 5.012 0.031 0.000
H -2.968 3.448 0.842 0.000
H 0.241 1.855 -1.786 0.000
H 1.255 3.098 -1.021 0.000
H -1.445 3.600 -2.403 0.000
H 0.145 4.079 -3.012 0.000
H -0.500 4.829 -1.547 0.000
I -7.370 3.599 -2.835 0.000
C -6.084 2.391 -1.719 0.001
C -4.716 2.611 -1.782 0.000
C -3.870 1.803 -1.036 0.000
C -4.381 0.791 -0.236 0.000
C -5.754 0.589 -0.185 0.001
C -6.615 1.385 -0.926 0.000
C -3.455 -0.099 0.587 0.008
O -3.957 -0.964 1.301 0.011
O -2.218 0.129 0.405 0.041
H -4.315 3.405 -2.397 0.000
H -2.798 1.956 -1.055 0.000
H -6.132 -0.200 0.451 0.000
H -7.684 1.226 -0.885 0.000
C 7.767 -0.240 -0.405 0.000
C 6.280 -0.073 -0.239 0.001
C 5.738 0.388 0.947 0.000
C 4.366 0.553 1.128 0.001
C 3.933 1.072 2.476 0.000
C 3.499 0.227 0.065 0.000
C 4.035 -0.235 -1.155 0.001
C 3.246 -0.545 -2.404 0.000
C 5.413 -0.375 -1.276 0.000
C 2.007 0.397 0.257 0.010
O 1.167 -0.063 -0.572 0.007
O 1.589 1.005 1.283 0.006
H 8.298 0.047 0.502 0.000
H 8.141 0.375 -1.225 0.000
H 8.023 -1.276 -0.632 0.000
H 6.396 0.635 1.772 0.000
H 4.819 1.203 3.099 0.000
H 3.244 0.391 2.972 0.000
H 3.401 2.018 2.393 0.000
H 2.253 -0.911 -2.194 0.000
H 3.798 -1.268 -3.007 0.000
H 3.129 0.361 -3.005 0.000
H 5.814 -0.732 -2.219 0.000
O 0.143 -1.574 1.643 0.003
S 0.736 -2.529 0.627 -0.001
C 0.586 -4.105 1.444 0.000
C 1.365 -5.171 1.026 0.000
C 1.226 -6.398 1.660 0.000
C 0.328 -6.539 2.708 0.000
C -0.429 -5.454 3.133 0.000
C -0.303 -4.226 2.502 0.000
C -0.498 -2.788 -0.641 0.001
C -0.043 -3.054 -1.923 0.000
C -0.967 -3.268 -2.936 0.000
C -2.323 -3.193 -2.653 0.000
C -2.760 -2.907 -1.366 0.000
C -1.847 -2.699 -0.345 0.000
H 2.073 -5.043 0.217 0.000
H 1.826 -7.240 1.341 0.000
H 0.225 -7.495 3.205 0.000
H -1.119 -5.562 3.959 0.000
H -0.864 -3.360 2.825 0.000
H 1.020 -3.087 -2.124 0.000
H -0.626 -3.471 -3.942 0.000
H -3.046 -3.340 -3.445 0.000
H -3.816 -2.814 -1.151 0.000
H -2.188 -2.416 0.642 0.000

Record 3
17
Properties=species:S:1:pos:R:3:lowdin_charge:R:1 method="wB97M-V/def2-TZVPD" homo_lumo_gap_ev=8.272 e_above_lowest_ev=4.076 total_charge=0
C -1.238 -1.490 -0.195 -0.150
C -0.143 -0.840 0.578 -0.266
C -2.236 -2.168 0.234 -0.667
C -0.114 0.556 0.349 -0.354
C 1.285 -0.877 0.126 -0.115
C 0.004 2.352 -0.815 -0.438
C 1.406 0.607 0.332 -0.582
N -0.804 1.455 -0.150 0.108
S -3.497 -2.787 0.925 0.754
S 1.774 1.779 -0.852 0.922
H -0.982 -1.423 -1.223 0.120
H -0.436 -1.044 1.676 0.197
H 1.890 -1.465 0.752 0.102
H 1.391 -1.251 -0.921 0.145
H -0.369 2.466 -1.777 0.064
H 0.157 3.239 -0.272 0.057
H 1.911 0.890 1.233 0.105